C96H113F10N9 | wB97M-V/def2-TZVPD

Structure (XYZ):
```
228
Properties=species:S:1:pos:R:3
C -2.22 3.07 -5.28
C -1.68 4.47 -4.74
C -0.24 4.79 -4.99
C 0.80 3.99 -4.31
N 1.61 3.35 -3.74
H -1.99 2.96 -6.34
H -3.31 2.99 -5.22
H -1.80 2.17 -4.83
H -1.90 4.55 -3.68
H -2.30 5.25 -5.17
H -0.01 5.81 -4.67
H 0.07 4.75 -6.03
C 3.29 -3.37 0.18
C 2.37 -4.64 0.26
C 2.91 -6.08 0.41
C 3.74 -6.28 1.61
N 4.44 -6.48 2.54
H 3.71 -3.18 -0.81
H 4.11 -3.49 0.89
H 2.80 -2.45 0.52
H 1.71 -4.58 -0.60
H 1.65 -4.51 1.07
H 3.60 -6.34 -0.39
H 2.17 -6.87 0.40
C 6.42 2.98 -2.88
C 5.04 3.18 -3.52
C 5.10 3.19 -5.10
C 5.20 1.89 -5.69
N 5.29 0.83 -6.21
H 6.94 2.02 -2.96
H 6.27 3.13 -1.81
H 7.18 3.74 -3.08
H 4.58 4.09 -3.13
H 4.37 2.41 -3.16
H 5.91 3.82 -5.47
H 4.13 3.54 -5.46
C -4.44 -1.51 0.50
C -4.78 -1.46 2.02
C -3.77 -2.11 3.01
C -3.78 -3.61 2.89
N -3.82 -4.76 2.81
H -4.39 -2.54 0.14
H -3.47 -1.02 0.36
H -5.14 -0.97 -0.14
H -5.78 -1.88 2.16
H -4.92 -0.42 2.33
H -4.09 -1.85 4.01
H -2.74 -1.75 2.97
C 0.13 -7.02 3.37
C 0.73 -5.76 4.08
C -0.28 -4.59 4.15
C -0.58 -3.84 2.94
N -0.81 -3.26 1.96
H -0.40 -7.69 4.05
H 0.94 -7.59 2.89
H -0.62 -6.71 2.65
H 1.64 -5.39 3.60
H 1.08 -6.14 5.04
H 0.16 -3.88 4.86
H -1.27 -4.92 4.48
C 2.41 -5.60 -6.68
C 0.99 -5.24 -6.23
C 0.87 -4.70 -4.74
C 1.57 -5.57 -3.74
N 2.11 -6.27 -3.00
H 2.47 -5.75 -7.76
H 2.79 -6.46 -6.14
H 3.11 -4.80 -6.45
H 0.31 -6.09 -6.32
H 0.58 -4.47 -6.89
H -0.15 -4.50 -4.41
H 1.38 -3.74 -4.72
C 0.77 1.57 -0.83
C 0.00 0.27 -1.26
C -0.27 -0.66 -0.07
C -1.04 0.01 0.96
N -1.70 0.52 1.79
H 0.30 2.05 0.03
H 0.77 2.36 -1.58
H 1.81 1.37 -0.59
H 0.36 -0.23 -2.15
H -0.92 0.69 -1.66
H 0.66 -0.81 0.47
H -0.78 -1.61 -0.20
C -0.41 0.91 6.96
C -1.22 0.92 5.60
C -2.42 -0.08 5.57
C -2.16 -1.47 5.99
N -1.95 -2.54 6.30
H 0.00 -0.08 7.15
H -1.17 1.11 7.71
H 0.36 1.68 7.02
H -0.53 0.68 4.79
H -1.61 1.93 5.43
H -2.81 -0.12 4.55
H -3.28 0.20 6.18
C -1.36 -7.04 -2.03
C -2.22 -6.89 -0.79
C -2.37 -5.43 -0.25
C -2.12 -4.45 -1.37
N -1.95 -3.68 -2.22
H -1.72 -6.45 -2.87
H -1.46 -8.09 -2.30
H -0.29 -6.87 -1.89
H -1.87 -7.58 -0.02
H -3.24 -7.24 -0.95
H -1.76 -5.14 0.60
H -3.39 -5.41 0.13
F -1.91 -1.25 -6.68
C -0.61 -1.02 -6.53
C -0.10 -0.43 -5.37
C 1.29 -0.30 -5.20
C 2.14 -0.80 -6.20
C 1.62 -1.36 -7.39
C 0.26 -1.55 -7.50
H -0.73 -0.10 -4.56
H 1.70 0.11 -4.29
H 3.18 -0.57 -6.02
H 2.24 -1.75 -8.18
H -0.07 -2.00 -8.43
F 1.80 4.53 6.17
C 1.93 3.77 5.05
C 0.80 3.35 4.37
C 0.92 2.61 3.14
C 2.21 2.32 2.69
C 3.26 2.71 3.41
C 3.19 3.47 4.53
H -0.18 3.64 4.74
H -0.02 2.30 2.72
H 2.35 1.73 1.80
H 4.26 2.48 3.07
H 4.12 3.75 5.01
F 8.49 0.68 -0.34
C 7.25 0.31 0.07
C 6.94 0.34 1.44
C 5.60 0.17 1.87
C 4.60 -0.14 0.92
C 4.89 -0.17 -0.45
C 6.18 0.08 -0.86
H 7.73 0.49 2.16
H 5.28 0.22 2.90
H 3.59 -0.19 1.29
H 4.05 -0.46 -1.05
H 6.45 -0.05 -1.90
F -5.87 0.17 5.17
C -6.26 1.23 5.91
C -7.27 1.10 6.89
C -7.52 2.15 7.76
C -6.84 3.34 7.65
C -5.78 3.41 6.73
C -5.48 2.41 5.92
H -7.81 0.17 6.96
H -8.25 1.98 8.54
H -7.04 4.16 8.32
H -5.19 4.30 6.61
H -4.71 2.46 5.16
F -2.26 5.26 -0.79
C -3.36 4.51 -0.86
C -4.47 4.94 -1.61
C -5.63 4.12 -1.56
C -5.65 3.02 -0.74
C -4.53 2.56 -0.07
C -3.41 3.35 -0.09
H -4.41 5.83 -2.21
H -6.57 4.33 -2.05
H -6.56 2.44 -0.77
H -4.56 1.69 0.57
H -2.54 2.99 0.44
F 1.96 -1.59 3.07
C 2.49 -2.15 4.17
C 1.93 -1.78 5.42
C 2.39 -2.42 6.56
C 3.38 -3.44 6.45
C 3.92 -3.81 5.23
C 3.43 -3.20 4.06
H 1.12 -1.06 5.37
H 2.03 -2.15 7.54
H 3.80 -3.92 7.32
H 4.64 -4.62 5.25
H 3.68 -3.56 3.08
F 3.08 -2.72 -3.70
C 4.40 -2.92 -3.86
C 5.14 -1.82 -4.20
C 6.55 -1.93 -4.30
C 7.17 -3.17 -4.07
C 6.37 -4.32 -3.72
C 4.99 -4.15 -3.57
H 4.67 -0.85 -4.29
H 7.11 -1.04 -4.57
H 8.24 -3.27 -4.19
H 6.85 -5.26 -3.52
H 4.41 -5.02 -3.31
F 2.26 7.73 -2.27
C 1.75 7.06 -1.21
C 2.22 5.83 -0.96
C 1.73 5.01 0.05
C 0.56 5.50 0.72
C 0.06 6.76 0.43
C 0.65 7.56 -0.51
H 3.04 5.37 -1.49
H 2.23 4.08 0.26
H 0.00 4.91 1.43
H -0.83 7.07 0.96
H 0.32 8.54 -0.81
F -7.32 1.02 -5.42
C -6.20 0.65 -4.83
C -5.51 1.51 -3.95
C -4.40 0.97 -3.29
C -3.93 -0.31 -3.60
C -4.57 -1.12 -4.55
C -5.75 -0.62 -5.12
H -5.82 2.53 -3.78
H -3.91 1.53 -2.50
H -3.04 -0.71 -3.15
H -4.25 -2.13 -4.75
H -6.35 -1.19 -5.81
F -2.43 5.12 2.62
C -3.15 6.21 2.83
C -3.41 6.67 4.12
C -4.15 7.80 4.33
C -4.56 8.55 3.30
C -4.31 8.12 1.99
C -3.62 6.93 1.76
H -3.08 6.19 5.03
H -4.43 8.16 5.31
H -5.14 9.43 3.53
H -4.69 8.77 1.21
H -3.52 6.54 0.76
```

Computed properties:
LUMO: 0.407 eV
Total charge: 0
ΔE to the lowest compared entry with this formula, charge and spin: 13.8 kcal per mole